(1)
17
Properties=species:S:1:pos:R:3:forces:R:3 method="wB97M-V/def2-TZVPD" total_charge=0 orbital_gap_ev=10.64 homo_ev=-10.0 multiplicity=1 e_tot_ev=-148379.365
C 1.75583 -1.46584 -1.83159 0.34 -0.30 -0.39
C -0.27889 0.34768 0.73080 -2.14 -0.07 1.63
H 1.55328 -0.91550 -2.75088 0.03 0.03 -0.01
H 2.81913 -1.68604 -1.78375 -0.07 -0.03 -0.03
H 1.18576 -2.39282 -1.86131 -0.05 0.02 0.02
H -1.06722 1.88580 -0.56717 -0.03 -0.02 -0.01
H 0.38434 0.28189 1.60691 -0.13 -0.07 -0.22
Br 2.86414 0.18055 0.31486 -0.34 -0.16 -0.23
H -0.89864 2.36937 1.13478 -0.02 0.04 0.02
H 0.53771 2.23960 0.11208 -0.03 0.00 -0.03
N 0.15434 -0.46531 -0.33464 -0.17 -0.27 -0.44
Br -2.03667 0.19302 3.13982 -0.05 -0.05 -0.31
H -3.50340 -0.92115 0.76548 0.08 0.10 0.33
N -2.57960 -0.64766 0.45089 -0.43 -0.28 -0.59
C -1.76837 -0.15993 1.22963 2.45 0.77 -0.29
C -0.44234 1.80970 0.32089 0.18 -0.11 -0.03
C 1.32061 -0.65332 -0.67677 0.39 0.39 0.56

(2)
25
Properties=species:S:1:pos:R:3:forces:R:3 method="wB97M-V/def2-TZVPD" total_charge=0 orbital_gap_ev=9.76 homo_ev=-10.4 multiplicity=1 e_tot_ev=-500703.166
H 2.25306 -0.57515 -2.27057 0.10 -0.08 0.30
H -1.87198 -1.64770 1.45922 0.75 0.40 -0.19
Br -1.39024 0.43921 -2.45672 0.14 0.43 -0.82
H -2.16266 -1.05851 -0.20076 0.13 0.32 0.15
H -1.58259 1.15978 -4.84938 0.37 0.03 0.11
Cl -3.92027 -0.85358 1.29551 -1.50 0.35 0.10
H 2.18795 -2.32899 -2.55999 -0.08 0.13 0.14
Cl 0.67223 -1.66153 -0.88829 0.02 -0.20 0.03
Cl -1.45598 0.73002 1.26442 -0.33 -0.67 -0.17
Br -0.11237 3.03066 -3.89111 -0.53 -0.95 -0.14
H 1.52410 1.98645 -0.81943 0.02 0.34 0.13
Br 1.00582 -1.48319 3.89834 -0.96 -0.17 0.33
C 1.51408 2.41616 0.18225 0.05 -0.39 0.30
Br -1.05377 -0.60107 6.28382 0.17 -0.41 -0.75
H 0.52836 2.79125 0.45750 0.17 -0.33 -0.02
Br -2.09203 -2.70533 4.02665 0.86 0.64 0.28
H -1.19904 -0.36266 3.81414 0.00 -0.31 0.14
Cl 3.53123 -1.85645 -0.72973 0.71 0.07 0.26
C 2.19635 -1.55373 -1.79384 -0.56 -0.20 -0.51
Cl 2.60024 3.83395 0.26256 -0.13 -0.65 0.01
C -0.74733 1.15414 -4.14909 0.57 0.67 0.40
C -0.86712 -1.20282 4.42411 -0.05 0.22 0.04
Br 0.75253 0.14506 -4.89857 -0.70 0.12 0.25
C -2.26237 -0.82558 0.85938 0.79 -0.46 0.11
Cl 1.95181 1.02963 1.27957 0.00 1.09 -0.46

(3)
15
Properties=species:S:1:pos:R:3:forces:R:3 method="wB97M-V/def2-TZVPD" total_charge=0 orbital_gap_ev=9.97 homo_ev=-9.1 multiplicity=1 e_tot_ev=-87878.077
H -0.89180 0.27696 2.00283 -0.50 -0.08 0.39
H -1.32936 1.69616 1.03285 0.06 -1.25 -0.40
C -0.20688 -0.01640 -1.32718 -0.08 0.24 -1.40
Br -1.39139 -2.54409 -0.66509 -1.23 -0.61 0.03
H 1.15236 0.84396 1.71907 0.96 0.21 -0.83
H 0.88845 -1.95352 -0.69855 0.84 0.78 -0.17
C -0.02903 0.13779 0.14751 0.48 -1.66 -1.48
H -1.19487 0.12521 -1.83099 0.87 0.01 0.78
H -2.01337 0.03920 0.68549 -2.26 -0.75 -0.37
H 1.71019 1.32614 -0.12155 -0.35 -0.58 2.09
C -1.19053 0.57309 1.00248 2.23 1.20 0.48
Cl 1.07675 0.55208 -2.42383 -0.08 0.21 -0.20
C 1.33893 0.55505 0.66207 0.15 0.13 -1.74
H 2.06182 -0.28212 0.53856 -0.39 0.60 0.57
C 0.01872 -1.32951 -0.72365 -0.71 1.56 2.26

(4)
15
Properties=species:S:1:pos:R:3:forces:R:3 method="wB97M-V/def2-TZVPD" total_charge=0 orbital_gap_ev=9.17 homo_ev=-9.1 multiplicity=1 e_tot_ev=-83456.027
H 0.18530 -0.91768 1.01238 0.23 0.61 1.35
C -0.20537 -0.44553 -0.90737 2.25 0.68 -1.23
C -0.86806 -1.81025 -0.92789 -0.52 2.35 -5.12
C 0.22750 1.98182 1.40349 0.00 -0.24 -0.86
I -1.78128 1.69959 2.12335 1.13 -0.36 -0.37
C 1.01128 1.15833 0.66154 -0.29 1.69 1.35
H -1.34254 -2.04312 -0.07163 -1.53 -0.72 3.03
H 1.71047 -0.76386 0.23837 0.72 -0.63 -0.63
C 0.76103 -0.29801 0.33772 -1.99 1.04 -1.09
H 0.37335 -0.07076 -1.83382 -0.57 -1.55 0.89
H -0.12648 -2.46963 -1.18395 1.56 -2.29 -0.33
H -0.98354 0.25609 -1.00121 -1.00 1.41 1.15
H -1.63842 -1.83936 -1.80494 1.22 -0.02 1.57
H 1.93598 1.74007 0.30363 -1.24 -1.48 0.37
Br 0.74078 3.82229 1.65034 0.01 -0.49 -0.07

(5)
19
Properties=species:S:1:pos:R:3:forces:R:3 method="wB97M-V/def2-TZVPD" total_charge=+1 orbital_gap_ev=7.81 homo_ev=-11.5 multiplicity=1 e_tot_ev=-92141.751
H -3.99309 -0.13844 0.26105 0.75 -0.13 -0.37
H 1.01512 -1.91493 0.71748 0.10 -1.11 0.13
H 1.42830 3.09441 -0.24467 0.93 -2.46 1.17
C -3.31447 0.17123 -0.55551 1.77 -2.70 0.97
N 1.78372 2.14506 0.14068 -2.09 2.83 -0.89
H -2.45390 -2.24704 0.22278 -0.66 0.14 -0.31
N -1.45787 -2.26605 0.21825 -0.93 2.39 -1.13
S -1.51536 0.47268 -0.21137 -0.90 -0.60 0.57
N 0.83503 1.22691 0.34042 -0.28 -2.27 0.13
N 0.49961 -1.09235 0.52143 -2.58 -0.31 -0.73
H -3.60236 1.08216 -0.90126 -0.85 2.82 -0.87
H -1.12434 -2.98034 0.77034 1.29 -1.86 1.25
C -0.81269 -1.08889 0.16650 0.01 -0.19 0.74
C 3.05437 1.75344 -0.09019 1.56 0.52 0.39
Br 4.57468 -0.86941 -0.17587 0.14 0.47 0.06
H 3.70906 2.62441 -0.11820 0.32 -0.54 -0.43
C 3.36974 0.48292 -0.00093 -3.69 -2.08 0.39
C 1.23391 -0.00233 0.36114 5.97 5.84 -0.77
H -3.22947 -0.45342 -1.42206 -0.89 -0.76 -0.31

(6)
16
Properties=species:S:1:pos:R:3:forces:R:3 method="wB97M-V/def2-TZVPD" total_charge=0 orbital_gap_ev=8.64 homo_ev=-8.4 multiplicity=1 e_tot_ev=-95480.588
H -0.10631 -1.60989 -0.43083 0.03 0.05 0.01
H -2.76017 0.45670 1.17692 -0.11 0.04 0.05
C 0.31952 -0.86191 0.24312 0.33 0.02 -0.13
H 1.64146 1.01557 -2.86873 -0.12 0.13 0.01
Br 3.54832 -0.68915 0.29940 -0.34 0.24 -0.32
C -0.36053 1.42473 0.71234 0.18 -0.09 0.04
C 1.13794 0.22425 -2.32327 0.93 -0.23 1.00
H 0.76482 -1.37504 1.10261 0.04 0.05 -0.15
P 1.56828 0.10734 -0.69106 -0.64 -0.17 -0.40
H -1.97621 -0.82499 2.10827 -0.04 -0.08 0.01
C -2.04483 -0.35800 1.12388 0.09 0.03 0.04
H -0.99746 2.22199 1.04808 -0.26 0.14 0.06
C -0.70471 0.14305 0.69211 -0.06 0.11 -0.06
H -2.41094 -1.10451 0.42161 -0.11 -0.05 -0.02
H 1.12036 -0.72090 -2.85143 -0.18 -0.18 -0.09
S 1.26046 1.95078 0.23697 0.26 -0.02 -0.03

(7)
18
Properties=species:S:1:pos:R:3:forces:R:3 method="wB97M-V/def2-TZVPD" total_charge=0 orbital_gap_ev="4.53 / 9.92" homo_ev="-4.6 / -10.1" multiplicity=3 e_tot_ev=-26431.506
C 1.78545 1.83516 0.38130 0.37 0.43 -0.25
H 2.89834 0.00155 0.48368 -0.15 0.12 -0.32
H 1.53097 2.60775 -0.36462 0.05 -0.18 0.18
C -0.98714 -2.94116 -0.94986 -0.67 -1.96 0.11
H -0.31780 2.80874 2.09531 -0.08 -0.15 -0.22
O -1.38767 -4.06611 -0.98983 0.71 1.90 -0.03
O 0.57869 1.32713 0.93864 0.12 -0.05 0.32
H -1.83241 0.89746 2.09869 -0.04 0.09 -0.35
Ce -0.25841 -0.51818 -0.49638 -1.19 -3.91 -0.85
C -0.47300 2.26190 1.15069 -0.30 0.57 -0.02
O 1.60752 -0.01359 -1.13943 2.39 0.98 -0.68
C 2.48088 0.66461 -0.30700 1.01 0.48 0.42
H 2.41000 2.29238 1.16618 -0.12 -0.14 -0.21
O -1.84938 0.63734 0.04232 -1.70 1.75 0.73
H -2.60493 2.20588 1.18343 0.22 -0.29 -0.03
C -1.77641 1.46900 1.14583 -0.34 0.75 0.86
H -0.47391 2.98576 0.31743 0.02 -0.18 0.20
H 3.35564 1.08020 -0.84892 -0.29 -0.21 0.14

(8)
25
Properties=species:S:1:pos:R:3:forces:R:3 method="wB97M-V/def2-TZVPD" total_charge=0 orbital_gap_ev=11.22 homo_ev=-11.0 multiplicity=1 e_tot_ev=-155583.283
C 0.60224 0.13620 -1.72895 0.69 0.37 -0.25
Cl 2.34698 0.51177 -1.63965 -0.09 0.16 -0.27
H -3.71079 0.60246 0.63561 -0.44 0.39 0.40
Cl 0.16336 -0.74228 -0.28016 -0.53 -0.22 0.14
H 4.47985 -0.97266 -0.49665 0.32 -0.29 -0.28
Cl -3.12967 2.51322 1.99265 0.14 -0.88 -0.32
Cl 2.34906 -0.25314 2.71947 -0.08 0.31 0.10
H 0.08078 1.09216 -1.77723 -0.03 -0.31 0.08
Cl -0.02546 -1.91878 3.25331 0.71 0.08 -0.35
H 3.83447 -1.87677 0.78245 0.04 -0.93 -0.08
H 1.78784 -2.22481 1.72975 -0.16 -0.47 0.39
Cl 2.66621 -2.86225 3.87765 -0.08 -0.16 -0.29
C 1.70732 -1.89365 2.76510 -0.43 0.25 0.09
C -3.07727 0.79731 1.50093 -0.33 -0.78 0.19
H -2.09781 0.46081 1.16104 0.22 0.42 0.68
Cl -4.80871 4.33871 -2.28352 -0.16 0.17 0.63
Cl 3.73509 -3.01835 -1.42447 0.32 0.50 1.14
C -3.75877 3.02589 -2.76169 -1.34 -0.40 -1.77
Cl -2.41033 2.72043 -1.79278 1.36 0.23 1.17
Cl 6.12969 -2.47317 0.31650 -0.91 0.10 -0.12
Cl -3.62833 -0.32266 2.85179 0.44 0.83 -0.97
C 4.45263 -1.99067 -0.10805 0.26 0.62 -0.64
H -3.45620 3.33952 -3.76078 0.17 -0.54 0.14
Cl -4.67249 1.47263 -2.90660 -0.01 0.52 -0.13
H 0.44021 -0.46194 -2.62565 -0.07 0.02 0.30

(9)
16
Properties=species:S:1:pos:R:3:forces:R:3 method="wB97M-V/def2-TZVPD" total_charge=0 orbital_gap_ev=10.23 homo_ev=-9.4 multiplicity=1 e_tot_ev=-22598.665
C -0.23984 -1.50740 -0.19508 -3.74 1.24 -1.50
H -1.55561 1.69575 -0.38398 4.08 0.69 2.31
O -0.62160 1.89467 0.15194 -4.89 -0.58 -1.38
H 0.23782 0.87855 -1.45992 0.44 0.09 0.61
C 1.15851 0.25013 0.46326 -1.87 3.61 3.48
H 1.55071 0.91961 1.29817 -0.65 -1.07 -0.57
H 0.41954 -2.15725 -0.82924 -1.05 0.51 0.87
H 0.86206 -1.52226 1.81728 -1.34 1.22 -2.10
H 1.04576 2.35224 -0.56893 0.39 -3.40 -0.18
H -0.61567 -0.43402 1.71700 1.19 -0.31 -1.44
C 0.49136 1.27009 -0.45266 -0.25 3.89 -0.94
F -2.14406 -0.05680 -0.06479 -0.82 -0.64 -0.19
H -1.88108 -1.55466 -1.42372 -1.96 -0.78 -2.72
C -1.42957 -0.96460 -0.73834 5.20 -2.27 3.49
C 0.21533 -0.85751 1.04902 2.19 -0.25 1.92
Cl 2.50634 -0.20652 -0.38000 3.09 -1.93 -1.65

(10)
15
Properties=species:S:1:pos:R:3:forces:R:3 method="wB97M-V/def2-TZVPD" total_charge=0 orbital_gap_ev="9.40 / 7.16" homo_ev="-8.8 / -7.8" multiplicity=1 e_tot_ev=-19321.172
C 0.92881 -1.72807 -0.35210 -0.74 -1.31 -0.64
H -2.83104 1.27750 -1.40518 -1.18 0.51 -1.40
C 2.37678 -0.08261 0.71274 -2.88 0.52 -1.17
H 0.04181 -2.19806 -0.73708 -0.12 0.15 -0.29
H -1.99329 2.47586 -0.36489 0.40 -0.19 -0.52
C -2.53777 1.53469 -0.42810 1.09 -0.14 1.71
H 2.61913 0.92994 0.82759 0.11 1.68 -0.66
Cl -2.13751 -1.17388 0.29863 -0.31 0.25 0.03
H 2.33811 -0.38938 1.69149 -0.14 -1.38 2.32
N 0.30155 0.65132 -0.23762 -5.47 -0.07 0.51
C 1.00410 -0.43721 0.01573 2.42 1.29 1.02
H 3.05647 -0.60138 0.16151 2.43 -1.25 -1.16
H -3.33866 1.70651 0.30586 -0.16 -0.69 -0.41
C -1.64942 0.38195 -0.10753 4.67 0.49 0.23
H 1.82091 -2.34717 -0.38105 -0.11 0.14 0.43

(11)
15
Properties=species:S:1:pos:R:3:forces:R:3 method="wB97M-V/def2-TZVPD" total_charge=0 orbital_gap_ev=8.63 homo_ev=-8.3 multiplicity=1 e_tot_ev=-19323.734
H -0.73306 2.61718 -0.37573 -0.03 0.06 -0.01
C 0.03624 -3.52701 -0.26601 0.60 -0.13 -0.03
N -0.78078 -2.80091 -0.89470 0.17 -0.39 0.32
H -0.33460 -0.74832 1.12992 0.06 -0.15 0.05
C -1.79546 -2.20650 -1.20882 -1.07 0.17 0.40
H 0.00543 2.03063 -1.87731 0.00 0.08 -0.02
C 0.13222 2.10859 -0.79585 0.00 -0.07 -0.01
H 1.13231 0.17575 -0.58228 0.05 -0.15 0.03
C 0.29696 0.75025 -0.19873 0.08 0.18 -0.13
H 0.68107 -3.09391 0.48277 0.07 0.15 0.08
H 0.12103 -4.57874 -0.48691 -0.05 -0.13 -0.14
H 1.02225 2.71067 -0.60889 0.01 0.09 -0.05
C -0.49027 0.24020 0.72872 0.00 -0.20 0.15
Cl -1.95963 -1.23610 -2.57453 0.28 0.32 -0.65
H -1.33218 0.78314 1.12662 -0.16 0.17 0.03

(12)
16
Properties=species:S:1:pos:R:3:forces:R:3 method="wB97M-V/def2-TZVPD" total_charge=0 orbital_gap_ev=9.09 homo_ev=-8.6 multiplicity=1 e_tot_ev=-21373.734
C 1.07852 -0.79805 -0.13011 0.97 -0.47 0.76
H -2.14115 -2.98993 -1.79261 -0.12 0.60 0.48
H -0.61314 1.19558 2.05496 0.63 -0.10 -0.64
C -1.37952 -2.36540 -1.29797 -0.03 -0.38 0.28
H -1.02330 -2.88077 -0.38576 -0.29 0.25 -0.39
C 0.29380 0.89454 1.48005 -0.77 -0.15 0.75
H 1.93040 -0.76106 0.53423 0.93 0.20 0.54
N -1.86776 -1.02612 -0.92872 -0.60 -2.66 -1.93
H 0.99043 0.48857 2.24804 -0.25 0.29 -0.82
O 1.19372 -1.42681 -1.14755 -0.04 -0.52 -1.51
H -2.75259 -0.75040 -1.32920 0.14 -0.10 0.31
Cl 1.03662 2.43714 0.83555 -0.11 -0.34 0.20
C -0.02405 -0.09220 0.38583 -1.00 0.50 0.72
C -1.29328 -0.20046 -0.10941 0.43 1.99 0.81
H -2.00517 0.55805 0.14470 -0.14 0.70 0.57
H -0.53639 -2.32469 -1.96774 0.26 0.20 -0.13

(13)
18
Properties=species:S:1:pos:R:3:forces:R:3 method="wB97M-V/def2-TZVPD" total_charge=0 orbital_gap_ev=9.91 homo_ev=-10.2 multiplicity=1 e_tot_ev=-25464.709
H -0.06611 -2.29966 -0.59159 -0.11 0.51 0.40
C -0.93203 -1.85022 1.29984 -0.09 -0.77 -0.37
O 1.25108 2.44901 0.83297 -1.80 -0.10 0.32
C 0.06056 -0.09798 -0.14030 0.77 -0.75 0.50
N 0.09888 2.08737 0.90714 0.03 -0.78 0.37
O -0.06353 0.55398 1.13503 0.07 2.74 -0.17
C -0.30298 -1.54167 0.17337 -0.34 0.22 0.03
H 1.53167 -0.24314 -1.67549 0.19 0.03 0.14
O -0.93302 2.70477 0.87306 1.46 -0.90 0.14
H -1.15864 -1.10358 2.05580 -0.01 -0.30 -0.14
H -1.23923 -2.88990 1.44920 0.11 0.43 0.19
Cl 2.58805 -1.08164 0.22801 0.60 -0.28 0.39
H 1.87658 1.04216 -0.47563 0.00 -0.67 -0.25
H -1.91726 0.45090 -0.79215 0.26 0.12 -0.01
H -0.82737 -0.16189 -2.05667 -0.11 0.32 0.29
C 1.52067 0.01264 -0.61193 -0.65 0.45 -0.93
H -0.60223 1.49351 -1.45459 -0.14 -0.18 0.04
C -0.88509 0.47533 -1.15608 -0.24 -0.10 -0.95

(14)
16
Properties=species:S:1:pos:R:3:forces:R:3 method="wB97M-V/def2-TZVPD" total_charge=0 orbital_gap_ev=9.71 homo_ev=-9.0 multiplicity=1 e_tot_ev=-30161.841
H 1.49320 -1.42987 -0.45929 0.05 -0.13 0.01
H -2.93753 1.63910 0.25766 0.04 0.00 -0.05
C 1.39844 -0.35438 -0.33889 -0.06 0.03 0.14
C -2.38195 0.75484 -0.03561 3.07 0.46 -0.11
H 0.40137 0.37136 1.44737 -0.05 -0.04 -0.05
H 1.36179 0.10940 -1.32028 0.07 -0.03 -0.09
H 2.28319 0.01102 0.17257 0.11 0.03 -0.03
H -0.98110 -1.73097 -0.27638 0.12 -0.05 0.00
C -0.62204 1.09661 -0.20854 -4.14 -0.71 0.56
C 0.12890 -0.00193 0.45287 0.33 -0.37 0.15
H -0.80003 2.73733 -1.21870 -0.39 -0.12 0.03
C -0.81496 -1.18815 0.65475 -0.28 0.26 0.05
H -0.45765 -1.87230 1.42117 0.01 -0.03 -0.04
S -2.42335 -0.51387 1.19964 0.15 -0.05 -0.03
N -0.16417 2.06332 -0.81572 1.11 0.71 -0.42
Cl -2.91703 0.24048 -1.65866 -0.15 0.03 -0.12

(15)
17
Properties=species:S:1:pos:R:3:forces:R:3 method="wB97M-V/def2-TZVPD" total_charge=0 orbital_gap_ev=9.51 homo_ev=-9.0 multiplicity=1 e_tot_ev=-40009.258
H -2.14998 -0.16088 -1.82567 1.63 0.09 -0.06
C -0.07992 -0.14906 -0.91599 -0.86 0.81 -0.49
H -0.84711 -1.15092 -2.59349 -0.26 0.02 0.15
H 0.68465 1.03948 1.94658 1.14 0.03 -0.65
C 0.87337 0.12489 1.35345 -1.46 -1.04 -0.12
P 2.25555 -0.01093 0.12600 0.46 0.13 -1.08
H 0.81566 -0.68554 2.18613 0.39 0.86 -1.83
C -0.34872 0.07474 0.35921 0.67 -0.10 2.11
H -2.55345 0.54863 0.41721 1.87 -1.09 1.78
O 1.24843 -0.23498 -1.29610 1.46 0.07 2.18
Cl 3.09137 -1.93420 0.37596 -0.87 1.07 -0.15
S 3.67680 1.32770 -0.04474 -1.49 -1.08 0.12
H -0.79363 0.53955 -2.86559 -0.15 0.04 0.65
H -1.50894 1.18209 1.87948 -0.18 -1.49 -1.82
H -1.69944 -0.59346 1.86627 -0.70 1.08 -1.51
C -1.04210 -0.19786 -2.08065 -0.32 -0.55 -0.32
C -1.62255 0.28074 1.11195 -1.33 1.16 1.03